<one>
Computed, not measured: 10 unconnected molecules or ions with the total composition C30H86N6O10, with ωB97M-V/def2-TZVPD.

```
! RIJCOSX wB97M-V def2-TZVPD def2/J DEFGRID3
* xyz 0 1
C 1.896 -4.314 4.527
O 0.526 -4.219 4.230
C 0.220 -3.129 3.381
C -1.291 -3.052 3.197
C -2.069 -2.969 4.502
N -1.889 -4.072 2.297
H 2.016 -5.213 5.127
H 2.210 -3.418 5.076
H 2.589 -4.374 3.677
H 0.611 -2.180 3.774
H 0.706 -3.276 2.405
H -1.400 -2.127 2.610
H -1.817 -3.842 5.113
H -3.128 -3.129 4.294
H -1.900 -2.068 5.084
H -1.283 -4.087 1.480
H -1.765 -4.962 2.780
C -1.294 0.454 0.691
O 0.056 0.836 0.574
C 0.917 -0.168 1.062
C 2.374 0.162 0.816
C 3.257 -0.736 1.663
N 2.647 1.583 1.202
H -2.008 1.237 0.448
H -1.498 0.074 1.697
H -1.469 -0.368 -0.019
H 0.722 -0.304 2.133
H 0.684 -1.100 0.525
H 2.609 0.050 -0.246
H 3.051 -1.805 1.548
H 3.108 -0.563 2.734
H 4.311 -0.586 1.437
H 2.662 1.597 2.221
H 1.758 2.043 0.993
C -5.065 1.979 -0.646
O -5.398 1.910 -2.023
C -5.482 0.604 -2.568
C -6.336 0.642 -3.805
C -7.791 1.094 -3.564
N -6.292 -0.649 -4.507
H -5.871 1.546 -0.054
H -5.066 3.054 -0.442
H -4.031 1.676 -0.465
H -4.436 0.319 -2.756
H -5.839 -0.125 -1.828
H -5.920 1.415 -4.471
H -8.197 0.492 -2.752
H -8.340 0.897 -4.484
H -7.788 2.171 -3.419
H -6.786 -0.644 -5.393
H -5.325 -0.755 -4.821
C -2.293 1.084 4.955
O -1.553 1.737 3.957
C -1.589 3.158 4.138
C -0.909 3.771 2.932
C 0.618 3.683 3.009
N -1.343 5.158 2.751
H -3.213 1.577 5.270
H -1.677 0.875 5.845
H -2.495 0.067 4.604
H -2.635 3.466 4.228
H -1.136 3.460 5.092
H -1.279 3.207 2.072
H 0.984 2.698 3.307
H 0.924 4.293 3.869
H 1.056 4.050 2.085
H -0.895 5.716 3.476
H -1.006 5.557 1.883
C 0.675 -0.898 -2.929
O 1.140 -2.207 -3.107
C 1.269 -2.868 -1.873
C 1.819 -4.277 -2.039
C 0.874 -5.147 -2.850
N 2.008 -4.859 -0.720
H -0.174 -0.858 -2.233
H 0.256 -0.539 -3.871
H 1.447 -0.189 -2.612
H 1.909 -2.265 -1.215
H 0.283 -3.008 -1.404
H 2.722 -4.221 -2.666
H 1.345 -6.096 -3.119
H 0.526 -4.699 -3.779
H -0.012 -5.393 -2.255
H 2.434 -5.776 -0.836
H 2.682 -4.369 -0.138
C -1.630 2.153 -2.447
O -1.691 2.528 -3.807
C -3.006 2.839 -4.217
C -2.915 3.378 -5.654
C -4.237 3.857 -6.175
N -2.382 2.336 -6.549
H -2.191 1.231 -2.236
H -2.079 2.921 -1.811
H -0.578 1.938 -2.277
H -3.602 1.920 -4.205
H -3.498 3.565 -3.560
H -2.180 4.184 -5.611
H -4.268 4.041 -7.248
H -4.520 4.823 -5.746
H -5.039 3.159 -5.914
H -3.091 1.615 -6.653
H -1.582 1.884 -6.119
C 4.957 2.680 -3.031
C 3.966 2.407 -1.922
O 4.655 2.007 -0.740
H 5.439 1.756 -3.356
H 5.776 3.334 -2.730
H 4.441 3.125 -3.882
H 3.286 1.590 -2.194
H 3.363 3.292 -1.696
H 3.974 1.803 -0.056
C 6.290 -1.120 -1.555
C 6.191 -2.364 -2.429
O 4.820 -2.688 -2.579
H 6.068 -0.189 -2.074
H 7.340 -0.960 -1.271
H 5.717 -1.258 -0.641
H 6.810 -3.142 -1.961
H 6.655 -2.257 -3.409
H 4.451 -3.023 -1.759
C 1.628 0.521 5.032
C 2.403 -0.601 5.686
O 3.116 -0.025 6.773
H 1.032 0.218 4.169
H 2.274 1.326 4.673
H 0.961 0.931 5.790
H 3.057 -1.160 5.010
H 1.621 -1.307 5.999
H 3.599 -0.738 7.206
O 6.509 -2.300 1.846
H 6.949 -1.453 1.698
H 6.222 -2.267 2.766
*
```

Results
gap between HOMO and LUMO: 9.25 eV
SMILES: COC[C@H](C)N.COC[C@H](C)N.COC[C@H](C)N.COC[C@H](C)N.COC[C@H](C)N.COC[C@H](C)N.CCO.CCO.CCO.O

***

<two>
Computed, not measured: 10 unconnected molecules or ions with the total composition C30H86N6O10, with ωB97M-V/def2-TZVPD.

```
! RIJCOSX wB97M-V def2-TZVPD def2/J DEFGRID3
* xyz 0 1
C -22.327 -15.781 12.671
O -22.562 -17.085 12.242
C -21.373 -17.838 12.039
C -21.574 -19.345 12.027
C -20.238 -20.020 11.748
N -22.542 -19.744 11.005
H -23.303 -15.304 12.776
H -21.791 -15.134 11.961
H -21.801 -15.704 13.626
H -21.095 -17.543 11.010
H -20.494 -17.503 12.605
H -21.843 -19.783 12.994
H -19.463 -19.698 12.454
H -19.844 -19.750 10.761
H -20.336 -21.103 11.790
H -22.265 -19.335 10.118
H -23.429 -19.322 11.270
C -17.942 -19.986 18.408
O -18.441 -19.692 17.124
C -17.769 -20.322 16.041
C -18.808 -20.930 15.139
C -19.802 -21.859 15.841
N -18.145 -21.686 14.066
H -17.709 -21.050 18.498
H -18.660 -19.734 19.192
H -17.084 -19.340 18.642
H -17.178 -19.518 15.583
H -16.963 -20.985 16.372
H -19.374 -20.141 14.627
H -20.780 -22.007 15.398
H -19.796 -21.613 16.904
H -19.307 -22.839 15.837
H -18.848 -21.918 13.364
H -17.529 -21.115 13.485
C -17.578 -14.961 10.864
O -17.036 -15.630 11.984
C -17.874 -16.660 12.432
C -17.212 -17.407 13.584
C -17.050 -16.610 14.904
N -15.808 -17.704 13.130
H -18.305 -14.197 11.154
H -18.022 -15.714 10.208
H -16.818 -14.420 10.303
H -18.867 -16.288 12.731
H -18.125 -17.363 11.623
H -17.689 -18.382 13.705
H -16.431 -17.174 15.604
H -18.007 -16.590 15.444
H -16.676 -15.606 14.730
H -15.462 -16.832 12.744
H -15.291 -17.967 13.963
C -11.409 -17.972 12.504
O -11.785 -18.978 13.424
C -12.867 -19.785 12.984
C -13.392 -20.416 14.267
C -14.553 -21.369 14.047
N -13.827 -19.345 15.221
H -12.257 -17.282 12.425
H -11.123 -18.319 11.506
H -10.553 -17.445 12.923
H -13.716 -19.200 12.610
H -12.582 -20.535 12.245
H -12.598 -20.897 14.852
H -14.221 -22.324 13.639
H -15.300 -20.969 13.354
H -15.118 -21.521 14.967
H -13.019 -18.834 15.555
H -14.222 -19.844 16.010
C -22.307 -13.549 17.524
O -20.925 -13.457 17.432
C -20.362 -14.019 16.277
C -18.889 -13.623 16.233
C -17.984 -14.279 17.259
N -18.857 -12.136 16.419
H -22.810 -13.103 16.647
H -22.746 -13.065 18.394
H -22.620 -14.608 17.531
H -20.517 -15.102 16.288
H -20.804 -13.602 15.364
H -18.450 -13.771 15.243
H -18.248 -15.317 17.492
H -18.024 -13.837 18.261
H -16.933 -14.235 16.970
H -17.910 -11.952 16.748
H -19.403 -11.979 17.268
C -17.344 -22.010 9.696
O -17.427 -20.987 8.752
C -16.143 -20.460 8.368
C -15.691 -19.404 9.396
C -16.564 -18.181 9.184
N -14.290 -19.032 9.183
H -16.618 -21.872 10.506
H -17.199 -23.046 9.364
H -18.316 -22.033 10.197
H -15.490 -21.337 8.438
H -16.182 -20.077 7.352
H -15.799 -19.766 10.416
H -16.447 -17.393 9.931
H -17.604 -18.518 9.243
H -16.457 -17.662 8.228
H -14.109 -18.983 8.178
H -13.611 -19.734 9.465
C -22.716 -17.918 15.975
C -21.302 -18.454 16.099
O -20.442 -17.433 16.593
H -22.711 -16.948 15.477
H -23.083 -17.783 16.995
H -23.398 -18.530 15.388
H -20.982 -18.673 15.068
H -21.230 -19.408 16.625
H -19.576 -17.831 16.771
C -16.420 -12.156 7.269
C -17.515 -12.163 8.329
O -18.108 -10.881 8.464
H -16.067 -13.154 6.997
H -15.501 -11.702 7.662
H -16.658 -11.558 6.389
H -17.023 -12.579 9.215
H -18.335 -12.841 8.094
H -17.391 -10.273 8.683
C -18.052 -11.650 12.492
O -19.299 -11.903 13.087
H -18.106 -11.254 11.476
H -17.373 -10.937 12.981
H -17.468 -12.582 12.453
H -19.109 -12.096 14.016
C -13.597 -16.210 11.017
O -13.739 -16.118 9.615
H -13.069 -15.330 11.403
H -14.526 -16.341 11.575
H -12.865 -16.980 11.300
H -14.019 -17.019 9.360
*
```

Results
gap between HOMO and LUMO: 9.57 eV
SMILES: COC[C@H](C)N.COC[C@H](C)N.COC[C@H](C)N.COC[C@H](C)N.COC[C@H](C)N.COC[C@H](C)N.CCO.CCO.CO.CO

***

Which one sits at the bottom of the stability order? <two> does.

***

<one>
Computed, not measured: 12 unconnected molecules or ions with the total composition C5H31NO11, with ωB97M-V/def2-TZVPD.

```
! RIJCOSX wB97M-V def2-TZVPD def2/J DEFGRID3
* xyz 0 1
C -1.918 -2.653 2.417
C -1.751 -1.242 1.892
C -2.174 -0.235 2.660
C -1.520 1.106 2.709
C -2.239 2.214 2.596
N -1.807 3.573 2.468
H -2.748 -2.877 3.078
H -1.734 -3.394 1.642
H -1.007 -2.758 3.028
H -0.928 -1.081 1.213
H -3.012 -0.284 3.353
H -0.441 1.063 2.616
H -3.321 2.210 2.507
H -0.806 3.649 2.431
H -2.292 3.859 1.635
O 1.733 3.183 -1.023
H 1.100 3.052 -1.738
H 2.585 3.407 -1.407
O 2.354 -3.138 0.744
H 1.740 -3.872 0.749
H 2.530 -2.812 -0.136
O 2.630 -2.390 -1.855
H 2.007 -1.714 -1.572
H 3.284 -2.025 -2.454
O -3.325 -2.423 -0.025
H -2.437 -2.206 -0.325
H -3.524 -1.753 0.632
O -0.280 -0.924 -0.653
H 0.321 -0.287 -0.193
H -0.574 -0.328 -1.353
O 3.285 1.440 -2.186
H 2.504 1.103 -1.719
H 3.112 1.361 -3.130
O 1.707 0.695 0.096
H 1.616 1.658 0.237
H 2.155 0.368 0.890
O -0.688 3.998 -2.018
H -1.638 4.023 -2.166
H -0.487 4.655 -1.346
O 2.620 -1.401 3.068
H 2.451 -2.305 2.788
H 1.881 -1.070 3.583
O -0.825 1.480 -3.895
H -0.525 2.148 -3.271
H -0.929 0.647 -3.433
O -0.408 -2.770 -3.696
H 0.394 -3.150 -3.311
H -0.929 -2.645 -2.893
*
```

Results
gap between HOMO and LUMO: 7.97 eV
SMILES: C/C=C/C=C/N.O.O.O.O.O.O.O.O.O.O.O

***

<two>
Computed, not measured: 11 unconnected molecules or ions with the total composition C5H31NO11, with ωB97M-V/def2-TZVPD.

```
! RIJCOSX wB97M-V def2-TZVPD def2/J DEFGRID3
* xyz 0 1
C 0.635 -1.684 0.864
C 0.690 -0.869 -0.366
N 0.388 0.601 -0.164
C 0.159 1.251 -1.473
C -0.731 2.416 -1.564
C -2.033 2.370 -0.801
O -2.203 1.583 0.081
H 0.687 -2.751 0.613
H 1.023 -1.435 1.829
H -0.502 -1.535 1.116
H 0.003 -1.210 -1.174
H 1.812 -1.013 -0.735
H -0.512 0.743 0.435
H 0.190 0.625 -2.408
H 1.266 1.657 -1.633
H -0.205 3.369 -1.502
H -0.944 2.375 -2.701
H -2.904 2.885 -1.114
O -1.689 -3.050 -0.632
H -1.878 -3.865 -1.198
H -1.150 -2.612 -1.262
O 0.737 2.035 2.508
H -0.062 1.584 2.355
H 1.172 1.223 2.898
O -1.535 -0.836 3.454
H -1.197 -0.068 3.991
H -2.551 -0.728 3.496
O -2.971 -0.941 -0.145
H -2.256 -0.521 -0.510
H -2.941 -1.843 -0.328
O 3.732 0.052 -1.010
H 3.990 -0.275 -0.116
H 3.035 0.808 -0.772
O 2.979 1.496 0.801
H 3.048 2.389 1.155
H 1.924 1.385 0.879
O -3.720 0.131 2.134
H -3.074 0.839 2.293
H -3.426 -0.571 1.433
O 2.038 -0.386 -3.931
H 1.412 -0.131 -3.182
H 2.837 -0.147 -3.550
O 0.059 -2.474 -3.358
H -0.652 -2.071 -3.938
H 0.943 -2.066 -3.643
O 2.634 -0.320 3.046
H 2.950 0.556 2.515
H 2.444 -1.048 2.347
*
```

Results
gap between HOMO and LUMO: 9.45 eV
SMILES: CCNCCC=O.O.O.O.O.O.O.O.O.O.O

***

Which one sits at the bottom of the stability order? <two> does.

***

<one>
Computed, not measured: a single C2H4N2S molecule, with ωB97M-V/def2-TZVPD.

```
! RIJCOSX wB97M-V def2-TZVPD def2/J DEFGRID3
* xyz 0 1
N -0.497 -2.157 -2.193
C -0.798 -1.595 -1.247
C -0.791 -0.299 -0.199
N 0.226 -0.422 0.806
S -0.614 1.201 -1.319
H -1.674 -0.026 0.245
H 0.124 0.208 1.574
H 1.199 -0.326 0.337
H 0.650 1.186 -1.059
*
```

Results
gap between HOMO and LUMO: 10.30 eV
SMILES: N#C[C@@H](N)S

***

<two>
Computed, not measured: a single C2H4N2S molecule, with ωB97M-V/def2-TZVPD.

```
! RIJCOSX wB97M-V def2-TZVPD def2/J DEFGRID3
* xyz 0 1
C -0.900 1.173 0.164
N 0.319 1.336 0.025
N 0.985 0.216 -0.015
C 0.234 -1.063 -0.010
S -1.505 -0.555 0.045
H -1.677 2.003 0.122
H 1.923 0.365 -0.357
H 0.296 -1.757 -0.800
H 0.326 -1.719 0.825
*
```

Results
gap between HOMO and LUMO: 8.72 eV
SMILES: C1=NNCS1

***

Which one sits at the bottom of the stability order? <two> does.